This record from the OMol25 dataset describes a single C3HF3N2O2 molecule. The level of theory is ωB97M-V/def2-TZVPD.

Results
SMILES: [O-][n+]1oncc1C(F)(F)F
Energy, a.u.: -674.35533
Relative energy (zero: lowest compared OMol25 entry of this formula, charge and spin), kcal per mole: 55.0
Largest force on an atom, Eh/bohr: 0.0854
HOMO-LUMO gap, eV: 9.9

```
! RIJCOSX wB97M-V def2-TZVPD def2/J DEFGRID3
* xyz 0 1
C -0.7804 -0.4430 1.1346
C -0.0524 0.0006 -0.0088
C 0.8240 1.1331 -0.1170
N -1.3782 -1.5050 0.8092
N -0.3194 -0.8681 -1.0379
O -0.0023 -0.8822 -2.1689
O -1.1892 -1.8467 -0.4829
F 1.4211 1.2809 -1.3364
F 0.2971 2.3230 0.2249
F 1.9237 0.9991 0.7819
H -0.7439 -0.1917 2.2014
*
```